No. 1
{
  "formula": "C7H11N2S2",
  "method": "wB97M-V/def2-TZVPD",
  "elements": ["N", "C", "N", "C", "C", "H", "H", "H", "H", "C", "C", "S", "C", "S", "C", "H", "H", "H", "H", "H", "H", "H"],
  "coordinates": [[-2.820696, -0.623165, 0.000065], [-3.906898, 0.133445, 0.000060], [-5.033881, -0.656910, 0.000054], [-4.627456, -1.981519, 0.000054], [-3.241635, -1.943884, 0.000060], [-3.992726, 1.214171, 0.000059], [-5.986698, -0.311660, 0.000049], [-5.312266, -2.809517, 0.000048], [-2.556787, -2.775946, 0.000059], [3.916718, 0.374821, -0.000028], [3.316938, 1.007295, 1.239685], [1.588517, 0.522539, 1.527133], [0.879958, 0.505106, -0.000110], [1.588682, 0.522510, -1.527307], [3.317030, 1.007385, -1.239761], [4.993242, 0.561659, -0.000004], [3.745751, -0.705523, -0.000048], [3.845977, 0.667495, 2.139473], [3.325799, 2.103464, 1.195772], [-0.211421, 0.417119, 0.000067], [3.325797, 2.103566, -1.195832], [3.846045, 0.667549, -2.139553]],
  "atomic_forces_ev_per_a": [[-0.0125, 0.4073, 0.0000], [-0.4144, -1.4566, 0.0000], [0.5810, -0.0048, 0.0000], [1.0078, 0.6511, 0.0000], [-1.3749, 0.8512, 0.0000], [0.2695, -0.2490, 0.0000], [0.3196, -0.2253, 0.0000], [-0.0909, 0.0539, 0.0000], [-0.0002, 0.0964, 0.0000], [-0.1242, 0.2134, -0.0003], [0.1090, -0.2607, 0.3356], [-0.5883, 0.4215, -0.5398], [0.9045, -0.0510, 0.0007], [-0.5906, 0.4213, 0.5398], [0.1085, -0.2613, -0.3351], [-0.0756, -0.0672, 0.0002], [0.1841, 0.0854, -0.0002], [-0.2241, 0.1989, -0.1368], [0.1093, -0.2818, 0.1201], [0.0165, -0.4597, -0.0012], [0.1097, -0.2823, -0.1200], [-0.2237, 0.1993, 0.1370]],
  "nbo_charge": [-0.519, 0.161, -0.515, -0.092, -0.105, 0.204, 0.428, 0.231, 0.214, -0.435, -0.539, 0.569, -0.476, 0.569, -0.539, 0.257, 0.236, 0.268, 0.248, 0.318, 0.248, 0.268],
  "relative_energy_ev": 0.2884,
  "orbital_gap_ev": 5.99,
  "energy_ev": -32081.04671,
  "total_charge": 1,
  "e_homo_ev": -11.27
}

No. 2
{
  "formula": "C5H9ClN3OS",
  "method": "wB97M-V/def2-TZVPD",
  "elements": ["C", "C", "C", "C", "C", "N", "N", "N", "O", "S", "Cl", "H", "H", "H", "H", "H", "H", "H", "H", "H"],
  "coordinates": [[-3.435457, -0.146511, 0.136118], [-2.230849, 0.400270, 0.530647], [1.711501, -0.660181, 0.219604], [-0.665488, -1.323768, 0.410104], [-2.153672, 1.820709, 0.869610], [2.962746, -1.306871, 0.174020], [1.598570, 0.607828, -0.130315], [0.708327, -1.485648, 0.528845], [-1.033940, -0.114628, 0.476403], [-3.806549, -1.608504, -0.400861], [-0.817705, 2.786788, 0.083413], [-4.292014, 0.559329, 0.224122], [-1.493096, -2.128219, 0.363064], [-2.123226, 1.735568, 1.966327], [-3.086936, 2.289215, 0.611825], [3.702634, -0.589234, 0.054840], [3.184824, -2.093899, 0.747223], [2.455217, 1.123563, -0.557526], [0.630256, 1.104816, -0.198148], [1.004265, -2.468838, 0.617889]],
  "atomic_forces_ev_per_a": [[-0.6850, 1.6832, 0.7512], [-1.2019, 1.0168, -1.6248], [1.9727, -1.5438, -0.3369], [-1.3450, -2.7627, -0.3255], [-0.4124, 0.3393, 1.0409], [-0.8352, 3.5022, -0.7661], [-0.0354, 1.7603, -1.1347], [-0.2165, -1.5433, 0.0108], [0.7974, 1.0141, 0.5322], [0.0443, -2.2635, -0.6015], [-0.6711, -0.6438, 0.6153], [0.7964, -0.2014, -0.0872], [1.9167, 0.9641, 0.0530], [0.7855, 1.3495, -0.0704], [-0.1121, 0.3783, -0.1126], [-0.3315, -1.3307, 0.2962], [-0.0603, -0.2417, 0.3584], [-2.2407, -1.3120, 1.2131], [2.1897, -0.9785, 0.2017], [-0.3558, 0.8137, -0.0131]],
  "nbo_charge": [-0.439, 0.221, 0.664, 0.280, -0.392, -0.778, -0.782, -0.572, -0.394, 0.064, -0.038, 0.229, 0.262, 0.243, 0.247, 0.410, 0.424, 0.446, 0.465, 0.440],
  "relative_energy_ev": 2.0387,
  "orbital_gap_ev": [6.41, 7.39],
  "energy_ev": -35197.02567,
  "total_charge": 1,
  "e_homo_ev": [-11.20, -11.51],
  "smiles": "NC(=[NH2+])/[NH+]=C\\O/C(=C\\[S-])CCl"
}

No. 3
{
  "formula": "C17H37BF6N3O4P2",
  "method": "wB97M-V/def2-TZVPD",
  "elements": ["C", "C", "C", "O", "O", "C", "C", "C", "C", "C", "C", "P", "C", "C", "C", "C", "N", "C", "C", "O", "N", "C", "C", "B", "N", "O", "H", "H", "H", "H", "H", "H", "H", "H", "H", "H", "H", "H", "H", "H", "H", "H", "H", "H", "H", "H", "H", "H", "H", "H", "H", "H", "H", "H", "H", "H", "H", "H", "H", "H", "H", "H", "H", "F", "P", "F", "F", "F", "F", "F"],
  "coordinates": [[5.288666, 1.236777, 2.292689], [4.286091, 0.924107, 1.468214], [4.259662, 1.349007, 0.050609], [3.933506, 2.430165, -0.371332], [4.681148, 0.359980, -0.784857], [3.656308, -0.126387, -1.660591], [2.520101, -0.788686, -0.885324], [1.763143, -1.789382, -1.751946], [0.816673, -2.708661, -0.970490], [-0.147608, -1.977187, -0.004497], [-1.645858, -2.284874, -0.225451], [-2.654485, -0.750449, -0.472194], [-1.728576, -0.295067, -2.113763], [-1.856188, 1.214475, -2.386368], [-0.542921, 1.968375, -2.152396], [-0.779172, 3.482186, -1.942674], [-0.595430, 3.955107, -0.555910], [-3.543500, -1.004585, 1.294101], [-4.602872, -0.006455, 1.634588], [-5.761008, -0.352856, 1.741221], [-4.287729, 1.382142, 1.818819], [-4.472787, 2.178203, 0.598211], [-3.038623, 1.660722, 2.529945], [-4.382115, -0.996667, -1.390129], [-4.844622, -0.076205, -2.388217], [-5.180572, -2.058669, -1.058797], [5.499308, 0.569177, 3.116025], [5.891568, 2.130771, 2.184737], [3.468750, 0.313788, 1.838333], [4.131974, -0.855544, -2.314569], [3.287216, 0.715381, -2.253000], [2.932255, -1.271832, 0.001759], [1.822408, 0.002856, -0.598318], [2.487000, -2.437833, -2.256453], [1.212261, -1.281633, -2.548085], [1.407028, -3.426233, -0.397242], [0.253143, -3.295003, -1.700195], [-0.006112, -0.904416, -0.131848], [0.133337, -2.234368, 1.014157], [-1.835342, -2.959952, -1.062177], [-2.030305, -2.787182, 0.662201], [-2.230003, 0.504966, 0.050470], [-2.167676, -0.870642, -2.936202], [-0.666666, -0.530135, -2.078461], [-2.157048, 1.365599, -3.426587], [-2.644766, 1.661557, -1.771044], [0.077543, 1.864028, -3.045121], [-0.021544, 1.584133, -1.272953], [-1.788279, 3.749263, -2.260720], [-0.075936, 4.057489, -2.546193], [0.363602, 3.740031, -0.294282], [-1.149684, 3.354909, 0.051716], [-2.733563, -0.957901, 2.026980], [-3.996294, -1.990495, 1.404639], [-3.531175, 2.578076, 0.217382], [-4.983115, 1.613014, -0.180433], [-5.110142, 3.040885, 0.815452], [-2.649697, 2.628311, 2.209392], [-2.248970, 0.930355, 2.355517], [-3.227228, 1.748354, 3.600664], [-4.287897, -0.038177, -3.230185], [-5.814616, -0.251568, -2.625283], [-4.670602, -2.780766, -0.678131], [6.990148, -3.276017, 2.399831], [6.565890, -2.319768, 3.675638], [7.564263, -1.202273, 2.961562], [7.164425, -3.619992, 4.507876], [7.029067, -1.454682, 5.014060], [5.185209, -2.619550, 4.550732], [5.419035, -1.712098, 2.634898]],
  "atomic_forces_ev_per_a": [[-0.5388, -0.0083, -0.0529], [0.5518, 0.3774, 0.6121], [-0.4069, 1.1386, 0.0378], [-0.0770, -0.1800, -0.0209], [-0.2208, -0.5170, 0.1739], [0.0140, 0.1419, -0.0677], [-0.1178, 0.2231, -0.4911], [0.1589, -0.4206, 0.0801], [-0.0814, 0.1272, 0.0387], [-0.0146, -0.1154, -0.6364], [-0.2292, -0.0986, 0.7466], [0.1885, -0.2282, -0.4301], [-0.2199, 0.4220, -0.0270], [0.2518, -0.3747, -0.1426], [-0.6090, 0.7256, -0.3269], [0.4032, 0.0653, 0.3978], [-0.0878, -0.4844, -0.1531], [0.0919, 0.0353, 0.6096], [-0.4649, -0.1189, 0.4473], [-0.0056, 0.1844, -0.4823], [0.8695, -0.4491, -0.3744], [-0.6532, 0.4581, 0.3775], [-0.1607, 0.4047, -0.0552], [-0.0254, -0.0205, -0.2490], [-0.2926, -0.4735, 0.2918], [0.2978, -0.0483, -0.3070], [-0.3507, 0.4724, 0.5130], [0.5316, -0.4437, -0.6177], [0.4358, -0.8455, -0.4851], [0.1696, 0.0985, 0.0270], [-0.0274, -0.1069, -0.1484], [-0.0315, -0.0381, 0.0274], [0.0938, -0.0460, 0.4100], [0.0181, 0.0469, -0.0365], [0.0325, 0.1226, 0.0289], [0.0777, 0.0279, -0.0367], [-0.0846, -0.0293, 0.0549], [0.1299, 0.0303, 0.2151], [-0.1094, 0.1589, 0.1014], [0.1920, 0.1510, -0.2175], [-0.0460, -0.1037, -0.0932], [-0.0116, 0.0199, -0.0887], [0.0814, -0.1646, 0.0313], [-0.0187, -0.2076, -0.0298], [-0.0912, 0.2002, 0.0362], [-0.0487, -0.0366, 0.0563], [0.2474, -0.3729, 0.1985], [0.1457, -0.1332, -0.0933], [-0.0103, 0.0409, -0.0616], [-0.0929, 0.0222, -0.0952], [0.0350, 0.1907, 0.0459], [-0.0954, 0.1460, 0.0544], [0.1219, 0.0115, -0.0920], [-0.0499, -0.0098, -0.0933], [0.0821, -0.2006, -0.1197], [0.1245, -0.0818, -0.0269], [0.0204, 0.0232, -0.0146], [-0.0490, 0.0221, -0.0024], [0.0349, -0.0404, 0.0329], [0.0718, -0.1792, 0.0459], [0.1581, 0.5317, 0.1554], [0.0416, -0.0211, -0.1988], [-0.2711, 0.1107, 0.4958], [-0.7726, -0.2347, 0.1613], [-0.0053, -0.1216, 0.2793], [0.4245, -0.5950, 0.1635], [0.7044, 0.4953, -0.2006], [-0.7010, 0.3754, -0.3061], [0.0901, -0.6187, -0.4595], [0.1808, 0.5661, 0.3869]],
  "nbo_charge": [-0.314, -0.327, 0.782, -0.576, -0.526, -0.055, -0.453, -0.378, -0.395, -0.406, -0.705, 0.970, -0.778, -0.405, -0.425, -0.216, -0.818, -0.878, 0.702, -0.567, -0.513, -0.409, -0.413, 0.815, -1.111, -0.878, 0.238, 0.191, 0.225, 0.189, 0.181, 0.233, 0.197, 0.204, 0.192, 0.213, 0.195, 0.201, 0.225, 0.228, 0.229, -0.055, 0.196, 0.220, 0.200, 0.194, 0.206, 0.195, 0.180, 0.190, 0.355, 0.335, 0.227, 0.224, 0.178, 0.215, 0.197, 0.199, 0.185, 0.203, 0.403, 0.388, 0.497, -0.593, 2.594, -0.598, -0.595, -0.597, -0.599, -0.606],
  "orbital_gap_ev": 8.12,
  "energy_ev": -66453.35688,
  "total_charge": -1,
  "e_homo_ev": -6.54
}

No. 4
{
  "formula": "C4H13NO3",
  "method": "wB97M-V/def2-TZVPD",
  "elements": ["C", "C", "C", "O", "N", "C", "O", "H", "H", "H", "H", "H", "H", "H", "H", "H", "H", "H", "H", "H", "O"],
  "coordinates": [[-0.638046, 1.315336, -1.072949], [-0.179302, 0.725507, 0.249181], [1.321250, 1.001303, 0.487798], [1.932345, -0.078431, 1.224483], [-0.545433, -0.712868, 0.159996], [-1.903020, -1.051176, 0.620307], [-2.892640, -1.408294, -0.332431], [-1.708061, 1.566677, -0.992746], [-0.067088, 2.258282, -1.100685], [-0.404929, 0.773899, -1.979282], [-0.746414, 1.273269, 1.079595], [1.392138, 1.811030, 1.235489], [1.825838, 0.944816, -0.459209], [1.184896, -0.622055, 1.534485], [-0.382155, -1.057186, -0.772153], [-1.760954, -1.961464, 1.198297], [-2.362371, -0.149446, 1.119284], [-3.125091, -0.639505, -0.875588], [2.899037, -1.914749, -0.938255], [2.754596, -0.887931, 0.162909], [3.405398, -1.187008, -0.548518]],
  "atomic_forces_ev_per_a": [[0.2952, 2.4675, 0.9850], [-1.2978, -0.3704, -0.6293], [-0.6756, -1.7012, 1.6482], [-0.9708, -0.2120, 0.6994], [-0.1431, 0.6654, 1.5099], [-0.3139, 0.7256, 0.0141], [0.4771, -0.0137, -0.8519], [0.3319, -0.1582, -0.4187], [-0.5544, 0.2085, -0.6635], [0.0940, -0.4479, 0.0481], [0.5361, -1.2461, -0.9472], [0.3359, 0.5830, -1.4930], [0.5262, 1.1821, -0.3585], [0.3296, -0.1335, -0.1237], [0.0473, -0.1607, -0.1408], [-0.6502, 0.2615, 0.5117], [1.0248, -1.0670, 0.4396], [0.1161, -0.2229, 0.2359], [0.4740, 0.0681, -0.1677], [1.2148, -0.1427, -0.5896], [-1.1973, -0.2852, 0.2920]],
  "nbo_charge": [-0.627, -0.075, -0.100, -0.731, -0.685, 0.093, -0.721, 0.206, 0.210, 0.214, 0.198, 0.201, 0.204, 0.491, 0.376, 0.180, 0.154, 0.463, 0.448, 0.481, -0.982],
  "relative_energy_ev": 2.5753,
  "orbital_gap_ev": 10.17,
  "energy_ev": -11989.89607,
  "e_homo_ev": -9.57,
  "smiles": "C[C@H](CO)NCO.O"
}

No. 5
{
  "formula": "H3O3P",
  "method": "wB97M-V/def2-TZVPD",
  "elements": ["O", "O", "O", "P", "H", "H", "H"],
  "coordinates": [[1.732355, -0.938869, -0.065344], [-0.740021, 1.907982, 0.936007], [1.577327, 0.225312, 0.710240], [-0.437144, 0.554553, 0.054233], [1.495630, -1.605777, 0.512156], [0.123119, 2.467526, 1.020074], [0.116214, 1.023169, -1.104591]],
  "atomic_forces_ev_per_a": [[1.2406, 1.5011, -2.6069], [2.5311, 0.7455, -0.4244], [-3.8264, 0.9991, -0.6564], [2.5251, -0.4455, 2.8576], [-0.7219, -2.3129, 2.0584], [-2.2695, -1.1917, -0.2810], [0.5209, 0.7045, -0.9474]],
  "nbo_charge": [-0.479, -0.987, -0.505, 1.121, 0.448, 0.514, -0.113],
  "relative_energy_ev": 5.5864,
  "orbital_gap_ev": 9.60,
  "energy_ev": -15476.00794,
  "e_homo_ev": -9.76,
  "smiles": "OOPO"
}